Computed, not measured: a molecular structure, C25H44O2P4Tc in a non-equilibrium geometry, with the ωB97M-V functional and the def2-TZVPD basis.

Calculated values
spin multiplicity	4
energy above the lowest of the compared OMol25 structures with the same formula, charge and spin	0.0000	eV
frontier orbital gap (spin up / spin down)	6.2 / 3.7	eV
E_HOMO (spin up / spin down)	-18.784 / -18.340	eV
E_tot	-2574.126781	Ha
total charge	+4

Each line ends with the Löwdin charge.
Atoms and positions in Å:
1 P -2.810 1.857 0.072  1.04
2 C -4.308 0.789 0.096  -0.20
3 H -5.200 1.393 -0.088  0.09
4 H -4.398 0.263 1.049  0.04
5 H -4.202 0.050 -0.706  0.06
6 C -3.228 2.997 1.452  -0.21
7 H -2.530 3.844 1.421  0.06
8 H -3.077 2.466 2.397  0.05
9 H -4.255 3.365 1.390  0.09
10 C -3.292 2.885 -1.383  -0.21
11 H -3.922 3.739 -1.094  0.09
12 H -3.821 2.259 -2.115  0.07
13 H -2.376 3.256 -1.859  0.02
14 P 2.132 -0.489 -4.009  0.73
15 C 1.549 -2.159 -4.381  -0.19
16 H 1.892 -2.435 -5.388  0.09
17 H 0.451 -2.175 -4.331  0.07
18 H 1.965 -2.855 -3.639  0.07
19 C 1.624 0.494 -5.440  -0.20
20 H 2.044 1.507 -5.381  0.06
21 H 0.527 0.569 -5.440  0.07
22 H 1.960 -0.014 -6.352  0.09
23 C 3.938 -0.651 -3.978  -0.21
24 H 4.298 -0.844 -4.995  0.09
25 H 4.194 -1.490 -3.315  0.07
26 H 4.409 0.255 -3.579  0.05
27 P 2.295 -0.331 2.762  0.90
28 C 2.381 -1.987 3.542  -0.25
29 H 3.298 -2.031 4.132  0.07
30 H 2.413 -2.739 2.742  0.05
31 H 1.501 -2.154 4.177  0.06
32 C 4.109 -0.153 2.460  -0.25
33 H 4.656 -0.874 3.081  0.07
34 H 4.447 0.866 2.683  0.06
35 H 4.294 -0.384 1.402  0.03
36 C 2.142 0.753 4.236  -0.24
37 H 3.116 0.851 4.713  0.07
38 H 1.398 0.340 4.926  0.06
39 H 1.795 1.736 3.900  0.04
40 Tc 1.566 0.727 -2.070  0.96
41 C -0.257 0.219 -2.357  -0.23
42 O -1.376 -0.114 -2.527  0.10
43 C 2.169 -0.795 -1.077  -0.22
44 O 2.535 -1.743 -0.481  0.12
45 C 3.417 2.469 -1.318  -0.04
46 C 2.653 2.324 -0.160  -0.06
47 C 1.263 2.550 -0.198  -0.09
48 C 0.688 3.122 -1.347  -0.08
49 C 1.426 3.204 -2.532  -0.08
50 C 2.779 2.763 -2.547  -0.12
51 H 4.498 2.318 -1.280  0.15
52 H 3.122 2.057 0.793  0.12
53 H 0.670 2.410 0.715  0.12
54 H -0.351 3.465 -1.315  0.11
55 H 0.961 3.623 -3.429  0.15
56 H 3.378 2.825 -3.463  0.14
57 C -0.493 -3.767 1.749  -0.24
58 P -1.011 -2.173 0.978  0.95
59 C -1.939 -2.821 -0.475  -0.27
60 C -2.423 -1.775 2.075  -0.43
61 C -2.203 -0.730 2.999  -0.15
62 C -3.230 -0.324 3.843  -0.08
63 C -4.483 -0.948 3.784  -0.03
64 C -4.690 -2.004 2.886  -0.04
65 C -3.661 -2.431 2.042  -0.08
66 H -1.226 -4.557 1.552  0.07
67 H -0.359 -3.655 2.831  0.05
68 H 0.468 -4.021 1.285  0.04
69 H -2.377 -3.810 -0.277  0.07
70 H -2.706 -2.104 -0.798  0.04
71 H -1.185 -2.907 -1.268  0.03
72 H -1.225 -0.237 3.041  0.07
73 H -3.029 0.482 4.555  0.12
74 H -5.295 -0.625 4.438  0.13
75 H -5.650 -2.520 2.833  0.13
76 H -3.837 -3.268 1.360  0.12

***

Computed, not measured: a molecular structure, C25H44OP2V in a non-equilibrium geometry, with the ωB97M-V functional and the def2-TZVPD basis.

Calculated values
spin multiplicity	3
energy above the lowest of the compared OMol25 structures with the same formula, charge and spin	0.0000	eV
frontier orbital gap (spin up / spin down)	6.4 / 6.6	eV
E_HOMO (spin up / spin down)	-9.881 / -9.860	eV
E_tot	-2680.536700	Ha
total charge	+1

Each line ends with the Löwdin charge.
Atoms and positions in Å:
1 V -0.437 0.446 1.038  0.36
2 C -0.693 2.652 1.432  -0.29
3 C -1.733 2.182 0.548  -0.29
4 C -2.004 1.152 2.613  -0.26
5 C -0.853 2.000 2.696  -0.26
6 C -2.538 1.250 1.289  -0.30
7 C 0.269 3.777 1.205  -0.05
8 H 0.206 4.162 0.184  0.07
9 H 1.307 3.466 1.406  0.08
10 H 0.040 4.615 1.884  0.10
11 C -0.037 2.318 3.908  -0.02
12 H 0.344 3.344 3.834  0.08
13 H 0.847 1.667 3.991  0.09
14 H -0.636 2.219 4.823  0.09
15 C -2.714 0.438 3.716  -0.02
16 H -3.756 0.792 3.776  0.10
17 H -2.239 0.607 4.689  0.08
18 H -2.742 -0.644 3.526  0.09
19 C -3.853 0.668 0.888  -0.05
20 H -4.670 1.175 1.428  0.10
21 H -3.916 -0.404 1.131  0.08
22 H -4.030 0.800 -0.183  0.07
23 C -2.133 2.749 -0.781  -0.03
24 H -3.070 3.330 -0.678  0.10
25 H -2.329 1.947 -1.512  0.07
26 H -1.375 3.432 -1.181  0.07
27 C 2.751 -1.474 -1.581  -0.13
28 C 2.725 -0.267 -2.210  -0.21
29 C 2.345 -0.067 -3.646  -0.18
30 C 1.186 -0.943 -4.175  -0.16
31 C 0.120 -1.300 -3.187  -0.14
32 C 0.080 -2.492 -2.517  -0.17
33 C 1.224 -3.421 -2.301  -0.16
34 C 2.647 -2.787 -2.285  -0.15
35 H 3.234 -0.240 -4.282  0.13
36 H 1.600 -1.845 -4.649  0.12
37 H 2.094 0.991 -3.825  0.10
38 H 3.023 -2.726 -3.321  0.12
39 H 3.070 -1.543 -0.534  0.10
40 H 3.383 0.549 -1.866  0.10
41 H 3.308 -3.503 -1.771  0.13
42 H 1.091 -3.982 -1.360  0.11
43 H -0.889 -2.955 -2.304  0.08
44 H 1.201 -4.196 -3.090  0.13
45 H 0.702 -0.379 -4.989  0.12
46 H -0.775 -0.673 -3.249  0.10
47 P 1.592 0.861 0.103  0.98
48 C 3.272 0.626 0.669  -0.23
49 C 1.378 2.099 -1.228  -0.20
50 P -1.340 -1.410 0.035  0.94
51 C 0.349 -0.640 -0.529  -0.45
52 C -2.494 -1.164 -1.361  -0.23
53 C -1.156 -3.176 0.367  -0.21
54 H 3.299 -0.227 1.362  0.05
55 H 3.554 1.540 1.219  0.07
56 H 4.008 0.454 -0.124  0.05
57 H 1.402 1.625 -2.212  0.02
58 H 2.179 2.850 -1.163  0.08
59 H 0.408 2.603 -1.143  0.02
60 H -0.769 -3.731 -0.496  0.03
61 H -2.156 -3.558 0.633  0.07
62 H -0.480 -3.324 1.222  0.06
63 H 0.981 -1.534 -0.467  0.03
64 H 0.339 -0.306 -1.573  0.01
65 H -3.510 -1.100 -0.951  0.04
66 H -2.485 -1.991 -2.077  0.05
67 H -2.291 -0.225 -1.895  0.05
68 C 0.175 -1.088 3.875  -0.07
69 C 0.653 -1.042 2.457  -0.40
70 O 1.573 -1.722 2.019  -0.07
71 H 0.982 -1.390 4.567  0.09
72 H -0.648 -1.813 3.963  0.09
73 H -0.187 -0.106 4.202  0.03

***

Computed, not measured: a molecular structure, C25H45ClF5IrOPTe in a non-equilibrium geometry, with the ωB97M-V functional and the def2-TZVPD basis.

Calculated values
spin multiplicity	5
energy above the lowest of the compared OMol25 structures with the same formula, charge and spin	0.0000	eV
frontier orbital gap (spin up / spin down)	6.1 / 6.2	eV
E_HOMO (spin up / spin down)	-3.970 / -4.929	eV
E_tot	-2728.016090	Ha
total charge	-1

Each line ends with the Löwdin charge.
Atoms and positions in Å:
1 Ir 0.663 -0.221 -0.141  0.96
2 P 0.093 0.269 -2.226  0.90
3 Cl 2.372 1.325 0.331  0.08
4 C -0.634 1.529 2.802  0.07
5 H 0.194 2.122 2.439  0.05
6 H -1.538 2.030 3.150  0.06
7 C 1.420 -0.733 -3.148  -0.42
8 C 0.131 2.106 -2.737  -0.41
9 C 2.813 -0.174 -2.839  -0.23
10 H 1.324 -1.696 -2.614  0.09
11 C 3.880 -1.154 -3.344  -0.18
12 H 2.933 0.807 -3.332  0.11
13 H 2.955 0.008 -1.758  0.03
14 C 3.658 -1.513 -4.821  -0.20
15 H 4.869 -0.701 -3.195  0.11
16 H 3.827 -2.063 -2.724  0.12
17 C 2.227 -1.981 -5.103  -0.20
18 H 3.884 -0.628 -5.435  0.11
19 H 4.373 -2.292 -5.110  0.10
20 C 1.200 -0.968 -4.640  -0.21
21 H 2.094 -2.159 -6.170  0.10
22 H 2.057 -2.931 -4.576  0.12
23 H 1.294 -0.007 -5.171  0.11
24 H 0.183 -1.332 -4.823  0.07
25 C -1.582 -0.284 -2.964  -0.39
26 C 0.590 2.456 -4.161  -0.22
27 H -0.928 2.401 -2.605  0.11
28 C 0.355 3.961 -4.415  -0.19
29 H 1.660 2.203 -4.278  0.11
30 H 0.056 1.858 -4.912  0.08
31 C 1.125 4.847 -3.421  -0.21
32 H 0.632 4.202 -5.453  0.11
33 H -0.725 4.152 -4.287  0.11
34 C 0.811 4.470 -1.969  -0.20
35 H 2.207 4.735 -3.597  0.11
36 H 0.879 5.901 -3.599  0.10
37 C 0.954 2.961 -1.783  -0.32
38 H 1.505 4.980 -1.284  0.12
39 H -0.217 4.770 -1.711  0.11
40 H 2.014 2.719 -1.919  0.08
41 H 0.730 2.731 -0.740  0.02
42 C -1.768 -1.811 -3.039  -0.21
43 H -2.254 0.110 -2.177  0.12
44 C -3.203 -2.178 -3.450  -0.20
45 H -1.067 -2.225 -3.785  0.10
46 H -1.508 -2.266 -2.073  0.08
47 C -3.635 -1.497 -4.760  -0.21
48 H -3.267 -3.269 -3.562  0.11
49 H -3.883 -1.868 -2.642  0.12
50 C -3.402 0.023 -4.709  -0.20
51 H -3.080 -1.933 -5.608  0.11
52 H -4.703 -1.698 -4.939  0.10
53 C -1.967 0.367 -4.306  -0.22
54 H -3.617 0.456 -5.696  0.11
55 H -4.096 0.466 -3.974  0.12
56 H -1.278 0.010 -5.090  0.10
57 H -1.866 1.460 -4.263  0.09
58 C 0.192 -2.134 -0.188  -0.31
59 C -0.387 0.148 3.011  -0.31
60 H 0.175 -2.686 -1.178  0.02
61 C -1.600 -0.766 3.369  -0.16
62 H 0.376 -0.028 3.824  0.13
63 C -1.206 -2.229 3.216  -0.23
64 H -1.876 -0.613 4.433  0.12
65 H -2.489 -0.515 2.766  0.11
66 C -1.396 -2.850 1.844  -0.18
67 H -0.190 -2.383 3.588  0.10
68 H -1.824 -2.791 3.898  0.09
69 C -0.076 -3.036 0.972  -0.29
70 H -1.756 -3.890 1.994  0.10
71 H -2.137 -2.307 1.253  0.10
72 H 0.817 -3.100 1.615  0.08
73 H -0.199 -4.044 0.517  0.10
74 F 2.137 -2.647 3.547  -0.55
75 Te 3.190 -1.188 2.752  1.87
76 F 4.511 0.151 2.224  -0.60
77 F 3.771 -2.423 1.325  -0.58
78 F 2.588 -0.040 4.245  -0.56
79 F 4.593 -1.823 3.848  -0.45
80 O 0.590 -0.351 1.727  -0.60

***

Question: The highest spin multiplicity belongs to which entry?
Answer: C25H45ClF5IrOPTe

***

Question: Look up the E_tot of the second one.
Answer: -2680.536700 Ha

***

Question: Which formula does entry 3 have?
Answer: C25H45ClF5IrOPTe